1:
Computed, not measured: an isolated ion of composition C6H11N2 and charge +1, with wB97M-V/def2-TZVPD.

Bonds (Å) are listed after each position.
CARTESIAN COORDINATES (ANGSTROEM)
1 C -1.36 0.31 -2.13  N2 1.473, H9 0.998, H10 1.128, H11 1.138
2 N -1.05 -0.83 -1.25  C1 1.473, C3 1.517, H12 0.990
3 C -0.41 -0.79 0.13  N2 1.517, N4 1.374, C7 1.533
4 N -0.37 -1.81 1.05  C3 1.374, C5 1.299
5 C 0.26 -1.36 2.10  N4 1.299, C6 1.449, H13 1.067
6 C 0.67 0.02 2.00  C5 1.449, C7 1.502, H14 1.076, H15 1.224
7 C 0.37 0.44 0.60  C3 1.533, C6 1.502, C8 1.581, H16 1.164
8 C 1.38 0.97 -0.50  C7 1.581, H17 1.055, H18 1.044, H19 1.163
9 H -0.70 1.06 -2.16  C1 0.998
10 H -1.20 -0.10 -3.17  C1 1.128
11 H -2.43 0.65 -2.00  C1 1.138
12 H -1.54 -1.69 -1.31  N2 0.990
13 H 0.24 -2.11 2.86  C5 1.067
14 H 0.12 0.57 2.74  C6 1.076
15 H 1.73 0.35 2.53  C6 1.224
16 H -0.57 1.13 0.60  C7 1.164
17 H 1.72 1.82 0.01  C8 1.055
18 H 0.99 1.24 -1.43  C8 1.044
19 H 2.17 0.13 -0.68  C8 1.163

Results
* charge: +1
* Kohn-Sham gap: 9.4 eV
* E_LUMO: -5.37 eV
* 2S+1: 1
* E_HOMO: -0.5413 Ha
* structure (SMILES): C/[NH+]=C1/N=CC[C@H]1C

***

2:
Computed, not measured: an isolated ion of composition C6H11N2 and charge +1, with wB97M-V/def2-TZVPD.

Bonds (Å) are listed after each position.
CARTESIAN COORDINATES (ANGSTROEM)
1 H 2.96 -2.04 0.69  N2 1.010
2 N 2.60 -1.10 0.64  H1 1.010, C3 1.236
3 C 1.86 -1.05 -0.35  N2 1.236, C4 1.511, C5 1.550
4 C 1.00 -1.25 -1.58  C3 1.511, C5 1.585, C6 1.596, H10 0.984
5 C 1.19 0.20 -0.98  C3 1.550, C4 1.585, C6 1.474, H11 1.114
6 C -0.18 -0.34 -1.00  C4 1.596, C5 1.474, C7 1.701, H12 1.084
7 C -1.07 -0.09 0.43  C6 1.701, C8 1.506, N9 1.502, H13 1.086
8 C -1.94 1.11 0.15  C7 1.506, H14 1.102, H15 1.107, H16 1.102
9 N -0.17 0.39 1.53  C7 1.502, H17 1.015, H18 1.115, H19 0.969
10 H 0.98 -1.63 -2.48  C4 0.984
11 H 1.66 1.10 -1.44  C5 1.114
12 H -0.94 -0.06 -1.72  C6 1.084
13 H -1.78 -0.89 0.57  C7 1.086
14 H -1.43 1.86 -0.48  C8 1.102
15 H -2.18 1.48 1.16  C8 1.107
16 H -2.76 0.73 -0.48  C8 1.102
17 H -0.40 -0.07 2.41  N9 1.015
18 H -0.14 1.50 1.52  N9 1.115
19 H 0.76 0.16 1.42  N9 0.969

Results
* charge: +1
* Kohn-Sham gap: 10.4 eV
* E_LUMO: -3.36 eV
* 2S+1: 1
* E_HOMO: -0.5073 Ha
* structure (SMILES): [H]/N=C1\[C@@H]2[C@H]1[C@@H]2[C@H](C)[NH3+]

***

Pick 1: it beats the second-best structure by 0.0765 hartree.

***

1:
Computed, not measured: an isolated ion of composition C6H11N2 and charge +1, with wB97M-V/def2-TZVPD.

Bonds (Å) are listed after each position.
CARTESIAN COORDINATES (ANGSTROEM)
1 C 2.13 0.03 0.04  C3 1.240, C5 1.387
2 C -0.09 -0.06 0.81  C3 1.551, C4 1.443, H9 1.103, H10 1.066
3 C 1.10 -0.66 0.02  C1 1.240, C2 1.551, H11 1.068
4 C -1.37 -0.19 0.16  C2 1.443, C6 1.490, N8 1.319
5 C 3.38 0.57 -0.23  C1 1.387, H12 1.101, H13 1.142, H14 1.166
6 C -1.90 -1.52 -0.25  C4 1.490, H15 0.986, H16 1.134, H17 1.138
7 N -1.67 2.12 -0.01  N8 1.310, H19 0.994
8 N -2.06 0.88 -0.19  C4 1.319, N7 1.310, H18 1.033
9 H -0.35 -0.61 1.73  C2 1.103
10 H 0.09 0.90 1.24  C2 1.066
11 H 0.73 -1.56 -0.40  C3 1.068
12 H 3.34 1.44 -0.90  C5 1.101
13 H 4.09 -0.08 -0.84  C5 1.142
14 H 3.88 0.86 0.79  C5 1.166
15 H -2.23 -1.94 0.58  C6 0.986
16 H -1.02 -2.09 -0.69  C6 1.134
17 H -2.73 -1.41 -1.02  C6 1.138
18 H -2.91 0.55 -0.67  N8 1.033
19 H -2.41 2.76 -0.18  N7 0.994

Results
* charge: +1
* Kohn-Sham gap (spin up / spin down): 5.2 / 9.6 eV
* E_LUMO (spin up / spin down): -6.16 / -4.23 eV
* 2S+1: 1
* E_HOMO (spin up / spin down): -0.4175 / -0.5087 Ha

***

2:
Computed, not measured: an isolated ion of composition C6H11N2 and charge +1, with wB97M-V/def2-TZVPD.

Bonds (Å) are listed after each position.
CARTESIAN COORDINATES (ANGSTROEM)
1 C 1.65 -1.66 0.73  C2 1.515, H9 1.096, H10 1.091, H11 1.090
2 C 0.78 -0.75 1.59  C1 1.515, C3 1.532, H12 1.089, H13 1.087
3 C 0.53 0.62 0.96  C2 1.532, C4 1.480, H14 1.095, H15 1.098
4 C -0.34 0.68 -0.23  C3 1.480, C5 1.357, N8 1.377
5 C -1.15 -0.31 -0.69  C4 1.357, N6 1.378, H16 1.075
6 N -1.87 0.18 -1.76  C5 1.378, C7 1.322, H17 1.006
7 C -1.58 1.47 -1.90  N6 1.322, N8 1.344, H18 1.076
8 N -0.61 1.78 -1.02  C4 1.377, C7 1.344, H19 1.021
9 H 2.66 -1.24 0.67  C1 1.096
10 H 1.73 -2.64 1.19  C1 1.091
11 H 1.36 -1.84 -0.30  C1 1.090
12 H 1.26 -0.56 2.54  C2 1.089
13 H -0.13 -1.30 1.85  C2 1.087
14 H 1.49 1.10 0.73  C3 1.095
15 H 0.09 1.26 1.73  C3 1.098
16 H -1.15 -1.33 -0.35  C5 1.075
17 H -2.56 -0.37 -2.24  N6 1.006
18 H -1.85 2.16 -2.67  C7 1.076
19 H -0.31 2.73 -0.82  N8 1.021

Results
* charge: +1
* Kohn-Sham gap: 10.8 eV
* E_LUMO: -3.31 eV
* 2S+1: 1
* E_HOMO: -0.5176 Ha
* structure (SMILES): CCCc1c[nH]c[nH+]1

***

3:
Computed, not measured: a 2-piece molecular cluster, C6H11N2 overall, with wB97M-V/def2-TZVPD.

Bonds (Å) are listed after each position.
CARTESIAN COORDINATES (ANGSTROEM)
1 C 0.13 -1.87 1.69  C2 1.521, H9 1.098, H10 1.080, H17 1.086
2 C -0.61 -1.47 0.42  C1 1.521, C3 1.391, H11 1.072
3 C -0.54 -0.18 -0.10  C2 1.391, C4 1.427, C7 1.432
4 C 0.29 0.80 0.53  C3 1.427, N5 1.418, H13 1.059
5 N -0.07 2.04 -0.05  C4 1.418, C6 1.372, H14 1.022
6 C -1.14 1.87 -0.89  N5 1.372, C7 1.383, H15 1.071
7 C -1.34 0.51 -1.06  C3 1.432, C6 1.383, H16 1.081
8 N 2.35 -1.12 -0.73  H12 1.034, H18 1.012, H19 1.015
9 H -0.31 -1.33 2.53  C1 1.098
10 H 0.01 -2.95 1.69  C1 1.080
11 H -1.38 -2.15 0.11  C2 1.072
12 H 2.23 -1.82 -1.48  N8 1.034
13 H 0.57 0.82 1.55  C4 1.059
14 H 0.05 2.87 0.54  N5 1.022
15 H -1.90 2.52 -1.28  C6 1.071
16 H -2.10 0.12 -1.73  C7 1.081
17 H 1.19 -1.64 1.58  C1 1.086
18 H 3.29 -0.75 -0.83  N8 1.012
19 H 1.59 -0.45 -0.67  N8 1.015

Results
* charge: +1
* Kohn-Sham gap: 7.0 eV
* E_LUMO: -6.23 eV
* 2S+1: 1
* E_HOMO: -0.4873 Ha

***

Pick 2: it beats the second-best structure by 0.1051 hartree.

***

1:
Computed, not measured: an isolated ion of composition C7H14N and charge +1, with wB97M-V/def2-TZVPD.

Bonds (Å) are listed after each position.
CARTESIAN COORDINATES (ANGSTROEM)
1 C -1.99 -0.46 0.45  C2 1.351, C5 1.529, H9 1.031
2 C -1.10 0.38 -0.11  C1 1.351, C3 1.399, C4 1.552
3 C 0.22 0.26 -0.57  C2 1.399, N8 1.485
4 C -1.60 1.68 -0.79  C2 1.552, H10 1.071, H11 1.111, H12 1.183
5 C -3.50 -0.19 0.43  C1 1.529, H13 1.053, H14 1.094, H15 1.140
6 C 3.53 -1.22 -0.41  C7 1.558, H16 1.104, H17 1.033, H18 1.031
7 C 2.78 -0.12 0.39  C6 1.558, N8 1.534, H19 1.157, H20 1.148
8 N 1.25 -0.24 0.37  C3 1.485, C7 1.534, H21 1.017, H22 0.998
9 H -1.77 -1.36 0.91  C1 1.031
10 H -1.05 2.57 -0.56  C4 1.071
11 H -2.65 1.82 -0.44  C4 1.111
12 H -1.59 1.62 -1.98  C4 1.183
13 H -4.19 -0.54 1.15  C5 1.053
14 H -3.78 -0.47 -0.59  C5 1.094
15 H -3.62 0.94 0.53  C5 1.140
16 H 3.29 -1.15 -1.49  C6 1.104
17 H 4.52 -1.02 -0.20  C6 1.033
18 H 3.21 -2.17 -0.14  C6 1.031
19 H 2.91 0.91 -0.12  C7 1.157
20 H 3.12 -0.11 1.49  C7 1.148
21 H 0.86 0.11 1.23  N8 1.017
22 H 1.13 -1.23 0.46  N8 0.998

Results
* charge: +1
* Kohn-Sham gap (spin up / spin down): 7.9 / 7.7 eV
* E_LUMO (spin up / spin down): -5.38 / -5.20 eV
* 2S+1: 1
* E_HOMO (spin up / spin down): -0.4882 / -0.4746 Ha

***

2:
Computed, not measured: an isolated ion of composition C7H14N and charge +1, with wB97M-V/def2-TZVPD.

Bonds (Å) are listed after each position.
CARTESIAN COORDINATES (ANGSTROEM)
1 C 0.08 3.43 0.70  C2 1.315, H9 0.996, H10 1.058
2 C -0.30 2.44 1.48  C1 1.315, C3 1.449, H11 1.093
3 C -0.22 1.06 1.04  C2 1.449, C4 1.311, H12 1.079
4 C -0.03 0.56 -0.15  C3 1.311, C5 1.521, H13 1.128
5 C -0.01 -0.93 -0.46  C4 1.521, C6 1.533, C7 1.562, N8 1.540
6 C 0.05 -1.13 -1.98  C5 1.533, H14 1.055, H15 1.084, H16 1.052
7 C -1.15 -1.74 0.24  C5 1.562, H17 1.154, H18 1.066, H19 1.109
8 N 1.31 -1.42 0.16  C5 1.540, H20 0.994, H21 1.028, H22 1.062
9 H -0.21 4.35 0.93  C1 0.996
10 H 0.51 3.21 -0.25  C1 1.058
11 H -0.75 2.54 2.48  C2 1.093
12 H -0.15 0.37 1.86  C3 1.079
13 H 0.12 1.29 -1.00  C4 1.128
14 H -0.83 -1.64 -2.28  C6 1.055
15 H 0.90 -1.70 -2.34  C6 1.084
16 H 0.21 -0.23 -2.49  C6 1.052
17 H -1.06 -2.81 -0.18  C7 1.154
18 H -1.17 -1.77 1.30  C7 1.066
19 H -2.16 -1.40 -0.10  C7 1.109
20 H 1.11 -2.29 0.59  N8 0.994
21 H 1.62 -0.86 0.96  N8 1.028
22 H 2.13 -1.33 -0.51  N8 1.062

Results
* charge: +1
* Kohn-Sham gap: 9.4 eV
* E_LUMO: -3.42 eV
* 2S+1: 1
* E_HOMO: -0.4694 Ha
* structure (SMILES): C=C/C=C/C(C)(C)[NH3+]

***

Pick 2: it beats the second-best structure by 0.1376 hartree.

***

1:
Computed, not measured: one molecule with the formula C6H8, with wB97M-V/def2-TZVPD.

Bonds (Å) are listed after each position.
CARTESIAN COORDINATES (ANGSTROEM)
1 C -1.75 1.01 -0.13  C2 1.332, H7 1.088, H8 1.087
2 C -1.36 -0.06 -0.82  C1 1.332, C3 1.477, H9 1.092
3 C -0.64 -1.22 -0.27  C2 1.477, C4 1.342, H10 1.091
4 C 0.57 -1.29 0.33  C3 1.342, C5 1.475, H11 1.090
5 C 1.61 -0.27 0.56  C4 1.475, C6 1.335, H12 1.091
6 C 1.61 1.03 0.27  C5 1.335, H13 1.084, H14 1.087
7 H -1.51 1.11 0.92  C1 1.088
8 H -2.32 1.80 -0.60  C1 1.087
9 H -1.66 -0.15 -1.87  C2 1.092
10 H -1.17 -2.17 -0.38  C3 1.091
11 H 0.86 -2.28 0.66  C4 1.090
12 H 2.51 -0.68 1.02  C5 1.091
13 H 0.76 1.54 -0.18  C6 1.084
14 H 2.49 1.64 0.49  C6 1.087

Results
* Kohn-Sham gap: 9.3 eV
* E_LUMO: 0.65 eV
* 2S+1: 1
* E_HOMO: -0.3175 Ha
* structure (SMILES): C=C/C=C\C=C

***

2:
Computed, not measured: one molecule with the formula C6H8, with wB97M-V/def2-TZVPD.

Bonds (Å) are listed after each position.
CARTESIAN COORDINATES (ANGSTROEM)
1 C 1.96 0.17 -0.52  C2 1.499, H7 1.096, H8 1.093, H9 1.096
2 C 0.75 0.83 0.06  C1 1.499, C3 1.299, C4 1.525
3 C 0.28 2.04 0.15  C2 1.299
4 C -0.34 0.02 0.76  C2 1.525, C5 1.516, C6 1.509, H10 1.088
5 C -1.80 0.05 0.36  C4 1.516, C6 1.491, H11 1.086, H12 1.084
6 C -0.95 -1.10 -0.05  C4 1.509, C5 1.491, H13 1.085, H14 1.087
7 H 2.50 -0.41 0.24  C1 1.096
8 H 2.64 0.91 -0.95  C1 1.093
9 H 1.66 -0.53 -1.31  C1 1.096
10 H -0.14 -0.18 1.81  C4 1.088
11 H -2.53 -0.10 1.15  C5 1.086
12 H -2.10 0.76 -0.41  C5 1.084
13 H -1.08 -2.05 0.45  C6 1.085
14 H -0.65 -1.17 -1.09  C6 1.087

Results
* Kohn-Sham gap: 9.9 eV
* E_LUMO: 0.35 eV
* 2S+1: 1
* E_HOMO: -0.3524 Ha

***

Pick 1: it beats the second-best structure by 0.0928 hartree.

***

1:
Computed, not measured: a 2-piece molecular cluster, C6H8 overall, with wB97M-V/def2-TZVPD.

Bonds (Å) are listed after each position.
CARTESIAN COORDINATES (ANGSTROEM)
1 C -0.99 -1.09 1.28  C2 1.319, C3 1.537, H4 1.078
2 C -0.80 -0.85 2.56  C1 1.319, C3 1.470, H5 1.081
3 C 0.31 -0.38 1.71  C1 1.537, C2 1.470, H6 1.114, H7 1.157
4 H -1.65 -1.06 0.43  C1 1.078
5 H -1.24 -1.01 3.54  C2 1.081
6 H 1.35 -0.77 1.65  C3 1.114
7 H 0.53 0.75 1.72  C3 1.157
8 C 0.37 1.65 -1.11  C9 1.293, H11 1.078, H12 1.071
9 C 0.53 0.55 -1.77  C8 1.293, C10 1.290
10 C 0.95 -0.40 -2.53  C9 1.290, H13 1.051, H14 1.115
11 H 0.60 2.59 -1.57  C8 1.078
12 H 0.14 1.65 -0.06  C8 1.071
13 H 1.86 -0.92 -2.59  C10 1.051
14 H 0.22 -0.94 -3.19  C10 1.115

Results
* Kohn-Sham gap: 10.4 eV
* E_LUMO: 1.13 eV
* 2S+1: 1
* E_HOMO: -0.3414 Ha
* structure (SMILES): C1=CC1.C=C=C

***

2:
Computed, not measured: a 2-piece molecular cluster, C6H8 overall, with wB97M-V/def2-TZVPD.

Bonds (Å) are listed after each position.
CARTESIAN COORDINATES (ANGSTROEM)
1 C -3.20 -0.50 1.36  C2 1.413, C3 1.459
2 C -3.11 -0.49 -0.05  C1 1.413, C3 1.336, H4 1.056
3 C -4.11 -1.22 0.47  C1 1.459, C2 1.336, H5 1.075
4 H -2.46 -0.18 -0.82  C2 1.056
5 H -4.91 -1.74 -0.01  C3 1.075
6 C 0.75 0.16 0.44  C7 1.281, H9 1.139, H10 1.152
7 C 1.55 0.59 -0.46  C6 1.281, C8 1.571, H11 1.102
8 C 3.12 0.61 -0.32  C7 1.571, H12 1.055, H13 1.068, H14 1.082
9 H -0.38 0.19 0.27  C6 1.139
10 H 1.03 -0.19 1.50  C6 1.152
11 H 1.19 0.84 -1.47  C7 1.102
12 H 3.60 -0.30 -0.55  C8 1.055
13 H 3.39 0.90 0.67  C8 1.068
14 H 3.55 1.31 -1.02  C8 1.082

Results
* Kohn-Sham gap: 10.2 eV
* E_LUMO: 0.98 eV
* 2S+1: 1
* E_HOMO: -0.3394 Ha
* structure (SMILES): C1=CC=1.C=CC

***

3:
Computed, not measured: one molecule with the formula C6H8, with wB97M-V/def2-TZVPD.

Bonds (Å) are listed after each position.
CARTESIAN COORDINATES (ANGSTROEM)
1 C 1.12 -0.79 0.12  C2 1.555, C5 1.522, H7 1.083, H8 1.103
2 C -0.34 -0.84 -0.42  C1 1.555, C3 1.523, C6 1.564, H9 1.093
3 C -1.15 -0.24 0.72  C2 1.523, C4 1.532, H10 1.091, H11 1.099
4 C -0.44 1.07 0.36  C3 1.532, C5 1.543, C6 1.505, H12 1.087
5 C 1.00 0.72 -0.06  C1 1.522, C4 1.543, C6 1.492, H13 1.087
6 C -0.13 0.59 -1.03  C2 1.564, C4 1.505, C5 1.492, H14 1.083
7 H 1.65 -1.39 -0.61  C1 1.083
8 H 1.36 -1.12 1.15  C1 1.103
9 H -0.69 -1.69 -1.01  C2 1.093
10 H -2.22 -0.19 0.49  C3 1.091
11 H -0.98 -0.72 1.69  C3 1.099
12 H -0.71 2.08 0.66  C4 1.087
13 H 1.76 1.50 -0.06  C5 1.087
14 H -0.21 1.01 -2.02  C6 1.083

Results
* Kohn-Sham gap: 10.7 eV
* E_LUMO: 1.22 eV
* 2S+1: 1
* E_HOMO: -0.3474 Ha
* structure (SMILES): C1[C@H]2C[C@H]3[C@@H]1[C@@H]23

***

Pick 3: it beats the second-best structure by 0.0999 hartree.

***

1:
Computed, not measured: one molecule with the formula C6H8, with wB97M-V/def2-TZVPD.

Bonds (Å) are listed after each position.
CARTESIAN COORDINATES (ANGSTROEM)
1 C 3.00 0.40 0.01  C2 1.299, H7 1.079, H8 1.079
2 C 1.76 0.03 -0.05  C1 1.299, C3 1.318
3 C 0.48 -0.28 -0.16  C2 1.318, C4 1.491, C5 1.641
4 C -0.49 -1.32 0.25  C3 1.491, C5 1.501, H9 1.084, H10 1.084
5 C -1.11 -0.21 -0.54  C3 1.641, C4 1.501, C6 1.499, H11 1.081
6 C -1.92 0.89 0.10  C5 1.499, H12 1.090, H13 1.089, H14 1.087
7 H 3.39 0.95 0.85  C1 1.079
8 H 3.72 0.10 -0.73  C1 1.079
9 H -0.43 -2.30 -0.21  C4 1.084
10 H -0.73 -1.37 1.31  C4 1.084
11 H -1.30 -0.39 -1.59  C5 1.081
12 H -2.97 0.77 -0.14  C6 1.090
13 H -1.59 1.86 -0.28  C6 1.089
14 H -1.80 0.88 1.18  C6 1.087

Results
* Kohn-Sham gap: 9.9 eV
* E_LUMO: 1.13 eV
* 2S+1: 1
* E_HOMO: -0.3218 Ha
* structure (SMILES): C=C=C1C[C@H]1C

***

2:
Computed, not measured: one molecule with the formula C6H8, with wB97M-V/def2-TZVPD.

Bonds (Å) are listed after each position.
CARTESIAN COORDINATES (ANGSTROEM)
1 C 2.02 -0.17 0.23  C2 1.331, H7 1.092, H8 1.083
2 C 0.99 -0.46 -0.56  C1 1.331, C3 1.489, H9 1.095
3 C 0.07 0.54 -1.16  C2 1.489, C4 1.343, H10 1.088
4 C -1.18 0.86 -0.77  C3 1.343, C5 1.472, H11 1.097
5 C -1.70 0.12 0.40  C4 1.472, C6 1.347, H12 1.090
6 C -0.88 -0.38 1.34  C5 1.347, H13 1.081, H14 1.087
7 H 2.09 0.77 0.78  C1 1.092
8 H 2.84 -0.87 0.31  C1 1.083
9 H 0.87 -1.47 -0.96  C2 1.095
10 H 0.52 0.91 -2.07  C3 1.088
11 H -1.84 1.44 -1.42  C4 1.097
12 H -2.77 -0.07 0.44  C5 1.090
13 H 0.07 0.07 1.57  C6 1.081
14 H -1.11 -1.31 1.86  C6 1.087

Results
* Kohn-Sham gap: 9.3 eV
* E_LUMO: 0.92 eV
* 2S+1: 1
* E_HOMO: -0.3079 Ha
* structure (SMILES): C=C/C=C\C=C

***

Pick 2: it beats the second-best structure by 0.0143 hartree.